Molecular formula: C14H5Br4FN9O2Pd
Method: DFT, the ωB97M-V functional and the def2-TZVPD basis

Calculated values
* net charge: -1
* spin multiplicity: 1
* highest occupied orbital energy: -5.0133 eV
* E_tot: -11703.5871 a.u.
* energy relative to the best compared isomer or geometry (same formula, charge and spin): 0.0 kJ/mol
* E_LUMO: -0.023 hartree

Atoms and positions in Å:
1 Pd 0.843 -0.786 0.144
2 N 2.401 -1.499 3.087
3 C 1.387 -2.336 2.660
4 N 0.892 -3.297 3.412
5 N -0.062 -3.873 2.634
6 N -0.133 -3.290 1.494
7 N 0.803 -2.301 1.464
8 C 2.809 -0.366 2.417
9 N 3.542 0.592 2.955
10 N 3.696 1.488 1.946
11 N 3.083 1.089 0.888
12 N 2.531 -0.131 1.145
13 H 2.694 -1.595 4.041
14 Br -1.722 6.014 -0.171
15 C -0.873 4.370 -0.455
16 C -0.077 4.194 -1.713
17 Br 0.008 5.632 -2.906
18 C 0.562 3.052 -2.001
19 Br 1.568 2.764 -3.544
20 C 0.474 1.900 -1.078
21 O 0.958 0.828 -1.343
22 C -0.300 2.094 0.239
23 O -0.326 1.180 1.012
24 C -0.979 3.396 0.455
25 Br -1.931 3.533 2.050
26 F -3.881 -2.913 -3.056
27 C -2.836 -2.438 -2.320
28 C -1.600 -3.030 -2.458
29 C -0.539 -2.545 -1.700
30 C -0.708 -1.477 -0.824
31 C -1.977 -0.913 -0.708
32 C -3.054 -1.388 -1.457
33 H -1.478 -3.864 -3.139
34 H 0.430 -3.019 -1.794
35 H -2.157 -0.105 -0.009
36 H -4.045 -0.961 -1.366